[1]
Below is a gas-phase ion, C5H8N (charge +1) in a non-equilibrium geometry, with properties calculated with ωB97M-V with the def2-TZVPD basis set.

Summary:
Energy relative to the best compared isomer or geometry (same formula, charge and spin) (kcal per mole): 76.2
Largest force on an atom (eV/Å): 6.0
Net charge: +1
HOMO (eV): -15.1
HOMO-LUMO gap (eV): 8.393

```
14
Properties=species:S:1:pos:R:3:forces:R:3
C -1.79934 0.68356 -0.15258 -1.0 1.3 0.2
C -0.36774 1.18188 0.07339 -2.3 -0.1 -2.2
C -0.63228 -1.15707 0.08841 -0.2 -2.3 -0.6
C 0.30585 -0.04812 0.03573 5.6 -1.7 -1.3
C 1.86169 -0.12338 -0.15027 -2.1 -3.2 1.7
N -1.90167 -0.56630 -0.05395 -2.0 0.1 -0.2
H -2.66023 1.39744 -0.29170 0.9 -1.0 0.2
H -0.07510 1.99498 -0.59074 0.6 0.1 0.6
H -0.35479 1.35802 1.11791 0.3 1.1 1.7
H -0.61626 -2.13129 -0.60229 0.8 2.2 0.6
H -0.56730 -1.79766 0.99219 0.3 0.6 0.3
H 2.31269 -0.75620 0.69297 -0.8 0.9 -0.6
H 2.37650 0.78469 -0.19039 0.4 1.5 -0.2
H 2.11798 -0.82054 -0.96868 -0.4 0.5 -0.1
```
Positions in Å, forces in eV/Å.

***

[2]
Below is 2 unconnected molecules or ions with the total composition C5H11NO4 in a non-equilibrium geometry, with properties calculated with ωB97M-V with the def2-TZVPD basis set.

Summary:
Energy relative to the best compared isomer or geometry (same formula, charge and spin) (kcal per mole): 12.1
SMILES: CCC(=O)O.COC(N)=O
Largest force on an atom (eV/Å): 3.6
Net charge: 0
HOMO (eV): -9.7
HOMO-LUMO gap (eV): 10.351

```
21
Properties=species:S:1:pos:R:3:forces:R:3
C -0.85358 0.21242 -2.21972 0.1 0.0 0.0
C -1.14077 -0.77481 -1.09963 -1.7 0.4 1.1
C -1.72914 -0.14597 0.28174 2.3 -1.7 -2.3
O -2.22384 -0.87094 1.09383 -0.6 0.2 0.4
O -1.54159 1.14151 0.41652 1.9 2.0 -0.4
H -0.75720 -0.31121 -3.16818 0.0 -0.1 -0.1
H -1.66703 0.92907 -2.32754 0.0 0.0 0.0
H 0.06314 0.77872 -2.06805 0.0 0.0 0.0
H -2.00467 -1.38539 -1.37408 0.1 -0.1 -0.2
H -0.34385 -1.49728 -0.91939 0.0 0.3 0.3
H -0.60131 1.45106 -0.01522 -2.5 -1.1 1.2
C 0.64987 0.42393 2.60476 -0.3 0.3 0.1
O 1.23398 -0.41564 1.59932 -0.1 0.0 -0.6
C 1.39127 0.09736 0.37312 1.1 0.9 0.2
N 2.12984 -0.72549 -0.41101 -0.5 0.2 0.3
O 1.05260 1.23555 0.02931 0.0 -0.9 0.1
H -0.43178 0.27894 2.63448 0.1 -0.1 0.0
H 0.86103 1.47361 2.39243 0.0 -0.2 0.0
H 1.10237 0.12807 3.54957 0.0 0.0 -0.1
H 2.46291 -1.58932 -0.02394 0.0 0.0 -0.2
H 2.34774 -0.43422 -1.34832 0.0 -0.1 0.1
```
Positions in Å, forces in eV/Å.